# C9H13N5S

C9H13N5S as an isolated structure in a non-equilibrium geometry (ωB97M-V/def2-TZVPD, OMol25).

Summary:
net charge = +2
ΔE to the lowest compared entry with this formula, charge and spin = 3.0769 eV

Structure (XYZ):
```
28
C9H13N5S | OMol25 | ωB97M-V/def2-TZVPD
C -1.31 0.78 -2.07
C 2.89 2.12 -1.07
C 1.49 -1.73 0.30
C 1.05 1.48 1.37
C -1.12 0.40 0.63
C 0.10 -0.14 -0.40
C 1.50 0.54 0.29
C -3.24 -0.75 0.02
C -2.47 0.48 0.03
N 0.34 -1.49 -0.39
N -0.21 0.36 -1.68
N 2.22 1.30 -0.63
N 2.18 -0.63 0.66
N 1.97 -2.96 0.55
S -0.56 2.12 0.97
H -1.64 1.11 -2.99
H 3.33 2.76 -1.82
H 0.89 0.72 2.12
H 1.74 2.16 1.67
H -1.05 -0.29 1.61
H -2.59 -1.57 -0.16
H -4.11 -0.83 -0.77
H -3.80 -0.93 1.06
H -2.88 1.52 0.10
H -2.20 0.76 -1.27
H 3.08 -0.51 1.03
H 1.42 -3.72 0.29
H 2.97 -3.06 0.54
```

Atomic partial charges in e from the Mulliken method, atoms 1 to 6:
1 C -0.069
2 C 0.153
3 C 0.283
4 C -1.041
5 C -0.397
6 C 1.087


# C16H38F3GaNO2PS

C16H38F3GaNO2PS as an isolated structure (ωB97M-V/def2-TZVPD, OMol25).

Summary:
net charge = 0
total energy = -103442.47492 eV

Structure (XYZ):
```
63
C16H38F3GaNO2PS | OMol25 | ωB97M-V/def2-TZVPD
C 2.17 1.69 0.52
C 2.12 2.32 -0.87
S 0.54 2.02 -1.70
C -0.60 2.93 -0.63
Ga -2.24 3.58 -1.67
C -2.66 5.52 -1.19
O -2.35 5.82 0.22
C -2.34 7.08 0.57
F -2.38 7.17 1.91
F -1.22 7.75 0.18
F -3.38 7.80 0.09
P -4.06 2.14 -1.21
C -5.46 3.29 -1.68
C -4.25 2.21 0.64
C -5.57 1.62 1.13
H 1.30 2.00 1.09
H 3.08 1.96 1.06
H 2.11 0.61 0.35
H 2.85 1.85 -1.54
H 2.35 3.39 -0.84
H -0.93 2.26 0.16
H -0.06 3.76 -0.16
H -1.99 3.52 -3.25
H -3.72 5.73 -1.34
H -2.09 6.20 -1.82
H -5.19 3.79 -2.61
H -6.39 2.75 -1.84
H -5.62 4.07 -0.92
H -4.13 3.23 1.02
H -3.42 1.62 1.05
H -5.57 0.53 1.04
H -5.76 1.87 2.18
H -6.42 1.99 0.55
C 1.60 -3.51 2.61
C 2.16 -4.47 1.58
N 1.50 -4.40 0.21
C 0.03 -4.69 0.38
C 2.04 -5.51 -0.67
C 3.51 -5.48 -1.03
C 1.58 -3.04 -0.44
C 2.92 -2.34 -0.60
O 3.49 -2.07 0.65
C 4.86 -1.69 0.58
H 0.58 -3.77 2.91
H 2.23 -3.59 3.49
H 1.64 -2.48 2.28
H 2.03 -5.51 1.90
H 3.21 -4.28 1.42
H -0.08 -5.64 0.90
H -0.42 -4.74 -0.61
H -0.43 -3.89 0.95
H 1.42 -5.49 -1.57
H 1.80 -6.43 -0.13
H 3.72 -4.82 -1.87
H 3.79 -6.49 -1.33
H 4.15 -5.20 -0.19
H 0.93 -2.39 0.15
H 1.13 -3.15 -1.42
H 2.65 -1.40 -1.11
H 3.62 -2.87 -1.25
H 5.10 -1.28 -0.40
H 5.51 -2.55 0.78
H 5.03 -0.92 1.33
```

Atomic partial charges in e from the Mulliken method, atoms 1 to 6:
1 C -0.534
2 C -0.626
3 S -0.218
4 C -0.747
5 Ga 0.047
6 C -0.739


# C42H54N6O3P2PtS

C42H54N6O3P2PtS as an isolated structure in a non-equilibrium geometry (ωB97M-V/def2-TZVPD, OMol25).

Summary:
net charge = +2
multiplicity = 3
ΔE to the lowest compared entry with this formula, charge and spin = 0.1813 eV

Structure (XYZ):
```
109
C42H54N6O3P2PtS | OMol25 | ωB97M-V/def2-TZVPD
Pt 16.96 0.34 16.04
O 14.92 1.47 17.89
N 16.27 1.63 17.54
C 16.85 2.54 18.26
C 18.21 2.94 18.07
C 19.02 3.44 19.12
C 20.22 4.06 18.88
C 20.74 4.07 17.60
C 20.02 3.56 16.55
C 18.75 2.97 16.74
P 17.95 2.22 15.31
C 17.26 3.51 14.30
C 15.88 3.82 14.40
C 15.33 4.92 13.84
C 16.23 5.84 13.19
C 17.61 5.51 13.05
C 18.12 4.29 13.52
C 19.23 1.37 14.30
C 20.48 0.84 14.73
C 21.24 0.10 13.81
C 20.90 -0.08 12.45
C 19.64 0.42 12.03
C 18.83 1.13 12.95
H 14.61 0.69 17.39
H 16.21 2.96 19.06
H 18.66 3.27 20.11
H 20.66 4.54 19.72
H 21.76 4.45 17.46
H 20.40 3.70 15.55
H 15.22 3.07 14.84
H 14.31 5.17 14.02
H 15.94 6.82 12.81
H 18.26 6.19 12.61
H 19.14 3.98 13.30
H 20.81 0.87 15.81
H 22.23 -0.28 14.13
H 21.62 -0.60 11.77
H 19.33 0.23 11.01
H 17.94 1.67 12.50
C 16.36 -6.94 17.41
C 16.25 -6.42 15.97
C 17.09 -5.19 15.55
N 16.77 -4.01 16.28
C 16.75 -2.76 15.69
S 15.83 -1.54 16.55
N 17.49 -2.43 14.57
C 18.73 -2.97 14.02
O 18.83 -2.99 12.82
C 19.74 -3.28 14.98
C 19.76 -2.98 16.35
C 20.84 -3.31 17.12
C 21.89 -4.13 16.58
C 21.82 -4.52 15.25
C 20.80 -4.05 14.48
H 17.36 -6.84 17.81
H 16.19 -8.01 17.36
H 15.61 -6.52 18.06
H 15.21 -6.28 15.63
H 16.66 -7.15 15.26
H 16.88 -4.99 14.46
H 18.14 -5.42 15.61
H 16.14 -4.11 17.10
H 16.91 -1.91 13.84
H 18.97 -2.37 16.83
H 20.89 -2.94 18.13
H 22.79 -4.36 17.13
H 22.59 -5.22 14.86
H 20.70 -4.32 13.42
O 16.03 -1.27 12.72
P 14.80 -1.45 11.85
N 13.54 -2.32 12.56
C 13.94 -3.44 13.43
C 12.87 -3.71 14.52
C 11.66 -2.78 14.09
C 12.18 -1.88 12.93
N 15.18 -2.27 10.43
C 16.57 -2.40 10.02
C 16.66 -3.52 8.94
C 15.25 -4.04 8.73
C 14.32 -3.26 9.70
N 14.13 0.03 11.41
C 14.04 0.61 10.08
C 14.21 2.15 10.22
C 13.69 2.43 11.62
C 14.05 1.10 12.41
H 14.86 -3.19 13.92
H 14.14 -4.29 12.72
H 13.30 -3.49 15.55
H 12.55 -4.78 14.43
H 11.29 -2.07 14.94
H 10.73 -3.33 13.85
H 12.23 -0.82 13.35
H 11.50 -1.89 12.07
H 17.33 -2.59 10.82
H 16.79 -1.42 9.48
H 17.45 -4.24 9.26
H 17.04 -2.97 8.04
H 15.28 -5.15 8.88
H 14.98 -3.84 7.67
H 13.86 -3.98 10.35
H 13.47 -2.83 9.15
H 13.01 0.44 9.61
H 14.77 0.17 9.43
H 13.64 2.63 9.41
H 15.27 2.39 10.11
H 12.61 2.66 11.75
H 14.14 3.25 12.16
H 13.26 1.01 13.20
H 15.02 1.19 12.87
```

Atomic partial charges in e from the Mulliken method, atoms 1 to 6:
1 Pt 1.166
2 O -0.455
3 N 0.399
4 C -0.527
5 C 0.220
6 C -0.795


Q: Which value of net charge does entry 1 give?
A: +2


Q: Look up the net charge of the first one.
A: +2